C3H10N3 | ωB97M-V/def2-TZVPD

Geometry as XYZ:
```
16
Properties=species:S:1:pos:R:3:nbo_charge:R:1
N -0.97 2.09 0.35 -0.690
C -0.94 1.88 -0.93 0.411
N 0.07 1.38 -1.59 -0.702
H -0.15 1.96 0.94 0.428
H -1.86 2.19 0.81 0.442
H -1.88 1.98 -1.46 0.233
H -0.01 1.20 -2.57 0.441
H 0.82 0.90 -1.09 0.431
C 0.92 -2.05 -0.21 -0.444
C 0.14 -1.22 1.81 -0.071
N -0.14 -1.48 0.61 -0.409
H 0.61 -3.03 -0.57 0.233
H 1.88 -2.13 0.29 0.187
H 1.03 -1.42 -1.09 0.175
H -0.62 -0.77 2.44 0.174
H 1.10 -1.48 2.27 0.159
```

Results
- energy relative to the best compared isomer or geometry (same formula, charge and spin) (kcal per mole) = 43.7
- net charge = +1
- E_LUMO (eV) = -3.82
- DFT total energy (eV) = -7736.3712
- frontier orbital gap (eV) = 9.55